a.
Here is one molecule with the formula C5H7ClN2 from OMol25. Energies are from ωB97M-V/def2-TZVPD.

Element x y z (Å)
C -1.394 0.184 0.554
H -2.068 -2.677 -0.918
C -0.373 1.090 0.742
C 1.780 -0.029 0.059
C -2.200 -1.840 -0.145
Cl 1.377 -1.685 0.427
N 3.068 0.136 -0.439
C 1.012 1.079 0.361
H -2.379 0.330 1.027
N -1.363 -0.898 -0.300
H -0.872 2.015 1.196
H 3.612 -0.677 -0.432
H -2.876 -1.943 0.761
H 1.568 1.975 0.294
H 3.788 0.893 -0.171

E_HOMO in eV: -7.460
SMILES string: C=N/C=C\C=C(\N)Cl
Molar mass in g/mol: 130.6
Charge: 0

b.
Here is one molecule with the formula C5H7ClN2 from OMol25. Energies are from ωB97M-V/def2-TZVPD.

Element x y z (Å)
H 1.432 2.293 -0.520
C -2.348 -0.608 0.519
H -1.011 1.959 0.635
H 0.217 -1.760 -0.172
N -0.493 1.194 0.307
H 3.553 0.141 -0.416
C 0.299 -0.726 0.058
H 2.852 -1.116 -1.171
C 1.378 0.001 -0.176
C -0.933 -0.085 0.471
C 0.853 1.363 -0.034
N 2.615 -0.402 -0.545
H -2.427 -1.687 0.084
Cl -3.406 0.225 -0.663
H -2.581 -0.792 1.623

E_HOMO in eV: -7.398
SMILES string: Nc1c[nH]c(CCl)c1
Molar mass in g/mol: 130.6
Charge: 0

Which structure above is the least stable one? a is the least stable one.